No. 1
The following is a quantum chemistry calculation of C21H30N2O4 in the gas phase, from the OMol25 dataset.

```
57
Properties=species:S:1:pos:R:3:lowdin_charge:R:1
H 3.76 -1.90 0.85 0.11
C 1.36 -0.78 0.80 -0.13
H 0.60 2.05 -2.66 0.11
C -5.98 -0.66 0.71 -0.06
H 0.55 -0.06 0.64 0.12
H -5.77 -1.09 -0.26 0.07
H -0.77 -1.86 -2.83 0.11
C 1.16 2.18 -0.56 -0.26
H 1.14 -1.35 1.70 0.13
H 3.50 -1.31 2.50 0.12
H -4.16 0.31 -1.42 0.11
H -2.20 -1.37 2.19 0.11
H -6.95 -0.16 0.67 0.08
C 1.76 -1.00 -1.54 -0.16
H 3.30 0.33 -2.28 0.12
H 5.12 0.66 1.59 0.11
H 2.55 0.74 1.74 0.15
C -4.91 0.34 1.11 -0.25
H 0.48 -3.29 -1.23 0.13
C 3.76 -1.01 1.48 -0.13
O 0.45 2.39 0.57 0.07
H 3.13 2.37 -1.33 0.13
C -0.85 2.51 0.22 -0.32
N 1.45 -1.71 -0.31 -0.13
C 2.65 1.98 -0.43 -0.10
C -1.00 -1.84 -0.70 -0.14
H -2.15 1.79 1.76 0.07
H 2.99 2.58 0.42 0.13
C 0.33 2.18 -1.63 -0.03
H 3.89 -0.98 -1.24 0.11
H 6.59 -0.22 0.14 0.09
O 5.80 -0.76 0.25 -0.07
H -5.12 0.74 2.11 0.13
N 3.13 0.63 -0.23 -0.12
C 2.69 -0.03 0.98 -0.28
O -1.50 -1.73 1.63 0.07
C 0.28 -2.58 -0.42 -0.13
C -2.50 -0.74 -2.25 -0.09
C -1.37 -1.51 -2.00 -0.05
C 5.17 -0.43 1.47 -0.26
H 1.86 -1.73 -2.35 0.12
H -6.03 -1.46 1.44 0.08
H 0.19 -3.12 0.52 0.12
O -3.63 -0.25 1.23 -0.09
C -2.95 -0.63 0.09 -0.20
H -1.89 2.45 -1.69 0.11
C -0.98 2.39 -1.13 -0.03
C -1.85 2.74 1.30 0.00
H -2.74 3.21 0.89 0.08
H -2.77 -0.49 -3.27 0.10
C 3.09 -0.25 -1.38 -0.14
H -4.87 1.18 0.41 0.11
H -1.43 3.37 2.08 0.08
H 0.96 -0.29 -1.81 0.10
C -3.29 -0.29 -1.21 -0.04
H 5.76 -0.85 2.30 0.11
C -1.80 -1.40 0.35 -0.20
```

- E_HOMO (eV) = -7.53
- frontier orbital gap (eV) = 8.2546
- SMILES = CCOc1cccc(CN2CCN(Cc3ccc(C)o3)[C@H](CCO)C2)c1O
- relative energy (zero: lowest compared OMol25 entry of this formula, charge and spin) (kcal per mole) = 72.6
- LUMO (eV) = 0.73



No. 2
The following is a quantum chemistry calculation of C15H41O6V as an isolated structure at a distorted geometry, from the OMol25 dataset.

```
63
Properties=species:S:1:pos:R:3:mulliken_spin:R:1
O -2.49 6.44 9.00 0.00
C -0.93 5.01 10.05 0.00
H -8.80 7.36 9.75 0.00
C -5.14 3.35 5.96 0.00
O -7.23 4.89 8.55 0.00
H -10.10 6.30 9.67 0.00
H -0.99 5.43 11.06 0.00
O -3.00 9.05 8.49 -0.01
H -10.25 5.08 7.21 0.00
H -0.17 5.68 9.66 0.00
C -5.15 4.57 4.99 0.00
V -5.22 8.82 8.03 2.98
H -9.99 4.12 8.64 0.00
O -5.00 6.74 8.16 0.03
H -0.46 11.09 8.00 0.00
H -3.84 10.53 5.46 0.00
H -7.21 5.32 5.17 0.00
C -9.48 4.55 7.77 0.00
H -8.60 5.78 10.52 0.00
C -2.20 5.10 9.26 0.00
H -6.08 9.92 4.49 0.00
H -0.65 3.98 10.26 0.00
H -3.04 3.31 10.36 0.00
H -0.29 9.68 10.26 0.00
O -4.53 5.71 5.59 0.00
H -2.94 7.98 4.03 0.00
H -8.94 3.79 7.20 0.00
H -1.77 8.63 10.44 0.00
H -2.02 11.31 7.25 0.00
H -6.55 5.39 3.40 0.00
C -1.34 10.56 7.66 0.00
H -7.24 4.00 4.27 0.00
H -4.86 5.92 6.47 0.00
H -4.76 5.81 8.33 -0.01
H -5.19 3.58 7.02 0.00
C -3.31 4.31 10.03 0.00
H -4.27 2.71 5.86 0.00
O -4.39 8.66 5.96 -0.02
H -1.05 9.80 6.94 0.00
C -8.46 5.56 8.41 0.00
C -5.18 9.71 3.91 0.00
C -6.61 4.88 4.36 0.00
H -5.30 8.73 3.44 0.00
H -2.68 8.15 8.63 0.00
H -0.59 8.33 9.14 0.00
C -4.04 9.59 4.95 0.01
H -5.95 2.63 5.83 0.00
H -4.26 4.31 9.50 0.00
H -1.81 9.28 4.67 0.00
H -6.49 5.49 8.57 0.00
C -2.78 9.04 4.25 0.00
H -5.03 10.41 3.09 0.00
C -9.01 6.29 9.65 0.00
H -4.42 7.82 5.50 0.00
H -4.54 4.29 4.13 0.00
C -1.99 9.94 8.88 0.01
H -2.38 10.77 9.48 0.00
H -2.71 9.46 3.24 0.00
H -8.22 6.37 7.72 0.00
H -3.42 6.52 8.78 0.01
H -2.07 4.52 8.35 0.00
C -1.06 9.09 9.76 0.00
H -3.52 4.80 10.98 0.00
```

- E_HOMO (alpha / beta) (eV) = -12.36 / -12.36
- frontier orbital gap (alpha / beta) (eV) = 7.3832 / 7.4096
- multiplicity = 4
- net charge = +1
- relative energy (zero: lowest compared OMol25 entry of this formula, charge and spin) (kcal per mole) = 103.4
- LUMO (alpha / beta) (eV) = -4.97 / -4.95